[1]
Formula: C8H20AsN2S5TeY
Source: the OMol25 dataset
Level of theory: ωB97M-V/def2-TZVPD

Each line ends with the natural charge from an NBO analysis.
Atoms and positions in Å:
Y -0.095 -0.385 -0.450  1.2223
C 0.265 2.489 1.363  -0.2312
C -0.385 1.464 2.285  -0.2357
N 0.112 0.089 2.069  -0.6815
C 1.389 -0.273 2.688  -0.2293
C 2.622 0.351 2.044  -0.5290
S 2.742 0.159 0.236  0.2420
C 2.762 1.887 -0.356  -0.5188
C 1.423 2.461 -0.829  -0.2438
N 0.288 2.013 -0.021  -0.7804
H 1.282 2.719 1.682  0.1844
H -0.291 3.429 1.442  0.2200
H -1.454 1.433 2.071  0.2493
H -0.257 1.765 3.332  0.1916
H -0.599 -0.543 2.423  0.4039
H 1.472 -1.361 2.625  0.2119
H 1.406 -0.019 3.756  0.1997
H 3.502 -0.124 2.479  0.2427
H 2.710 1.411 2.269  0.2255
H 3.477 1.910 -1.178  0.2526
H 3.207 2.470 0.451  0.2220
H 1.213 2.143 -1.852  0.2562
H 1.508 3.554 -0.848  0.2062
H -0.577 2.295 -0.532  0.4617
S -2.172 2.487 -2.107  -0.6885
As -2.390 0.381 -2.327  0.9548
S -0.313 -0.400 -2.949  -0.7216
S -2.609 -0.408 -0.179  -0.7450
S -3.803 -0.564 -3.497  -0.6107
C 0.629 -4.841 -0.105  -0.8888
Te -0.901 -3.387 0.157  0.5651
C -1.833 -3.791 -1.702  -0.8311
H 1.194 -4.618 -1.006  0.2272
H 0.160 -5.818 -0.180  0.2314
H 1.288 -4.824 0.760  0.2257
H -2.294 -4.772 -1.627  0.2256
H -1.071 -3.757 -2.475  0.2373
H -2.575 -3.015 -1.875  0.2762

Computed properties:
Frontier orbital gap   0.2470 Ha
Charge   0
HOMO   -7.22 eV


[2]
Formula: C8H20BIO15P2S4
Source: the OMol25 dataset
Level of theory: ωB97M-V/def2-TZVPD

Each line ends with the natural charge from an NBO analysis.
Atoms and positions in Å:
C -1.615 1.823 -0.754  -0.6029
C -2.744 2.146 -1.825  -0.7935
B -2.455 1.205 -3.100  0.7927
O -3.457 0.262 -3.418  -0.9205
P -0.826 1.303 -4.106  -0.0992
I -0.174 3.642 -4.503  -0.0540
P -1.193 0.440 -6.108  1.5009
O -0.653 -1.127 -5.963  -0.9231
O -0.279 1.221 -7.269  -0.9765
S -3.037 0.518 -6.672  -0.5616
H -0.630 1.794 -1.253  0.2144
H -1.655 2.493 0.122  0.2149
H -1.809 0.781 -0.417  0.2070
H -3.703 1.840 -1.352  0.2268
H -2.799 3.221 -2.089  0.2368
H -3.394 -0.456 -2.763  0.5200
H 0.115 -1.055 -5.369  0.4964
H -0.351 2.181 -7.159  0.5105
C 2.794 1.221 2.283  -0.1183
C 1.650 2.066 2.800  -0.0967
O 0.554 1.776 1.922  -0.6877
S 0.665 0.247 1.423  2.5381
O -0.186 -0.554 2.237  -0.9012
O 0.606 0.230 0.002  -0.8959
O 2.187 -0.016 1.875  -0.6867
H 3.258 1.680 1.405  0.1845
H 3.555 1.045 3.049  0.2564
H 1.878 3.129 2.789  0.2158
H 1.362 1.767 3.811  0.1851
C 3.531 0.869 7.959  -0.1008
C 2.245 1.417 7.373  -0.1044
O 2.654 2.542 6.586  -0.6811
S 4.118 2.259 5.976  2.5507
O 3.962 1.778 4.639  -0.9343
O 4.961 3.355 6.296  -0.8731
O 4.502 1.009 6.915  -0.6773
H 3.862 1.461 8.815  0.1968
H 3.438 -0.173 8.254  0.2183
H 1.534 1.722 8.137  0.2205
H 1.772 0.691 6.707  0.1961
C -1.692 -5.520 -2.777  -0.0997
C -2.682 -5.579 -3.924  -0.1027
O -3.303 -4.291 -3.935  -0.6750
S -2.238 -3.182 -3.448  2.5415
O -1.661 -2.562 -4.597  -0.8769
O -2.826 -2.433 -2.386  -0.9177
O -1.151 -4.197 -2.821  -0.6801
H -2.192 -5.654 -1.815  0.1931
H -0.898 -6.258 -2.877  0.2131
H -3.425 -6.361 -3.793  0.2148
H -2.173 -5.718 -4.881  0.1959

Computed properties:
Frontier orbital gap   0.2702 Ha
Charge   0
SMILES string   CCB(O)P(I)P(O)(O)=S.O=S1(=O)OCCO1.O=S1(=O)OCCO1.O=S1(=O)OCCO1
HOMO   -7.80 eV


[3]
Formula: C8H20ClN3OP
Source: the OMol25 dataset
Level of theory: ωB97M-V/def2-TZVPD

Each line ends with the natural charge from an NBO analysis.
Atoms and positions in Å:
C -2.286 0.264 -2.451  -0.6122
C -2.060 1.172 -1.218  -0.7340
P -0.865 2.572 -1.494  0.9678
C -1.062 3.640 0.044  -0.9339
N 0.867 1.976 -1.535  -0.6809
Cl 1.868 3.269 -0.956  0.1937
C 1.064 0.830 -0.716  0.7487
N 1.536 0.962 0.551  -0.9330
N 0.706 -0.305 -1.268  -0.5001
C 1.453 -1.524 -0.807  -0.2307
C 0.626 -2.287 0.289  -0.4126
C 1.414 -2.274 1.645  -0.4247
C 0.490 -2.203 2.900  -0.0680
O -0.838 -2.665 2.641  -0.7125
H -3.069 -0.472 -2.204  0.2357
H -2.660 0.870 -3.289  0.2341
H -1.407 -0.309 -2.769  0.1952
H -1.749 0.583 -0.328  0.2068
H -3.020 1.643 -0.946  0.2688
H -2.144 3.654 0.243  0.2573
H -0.569 3.154 0.902  0.2141
H -0.661 4.633 -0.179  0.2640
H 0.859 1.184 1.271  0.4353
H 2.506 0.938 0.828  0.4498
H 0.787 -0.174 -2.277  0.4347
H 2.492 -1.320 -0.518  0.2149
H 1.491 -2.191 -1.684  0.2341
H -0.377 -1.846 0.378  0.2205
H 0.517 -3.330 -0.041  0.2368
H 2.069 -1.390 1.631  0.1888
H 2.043 -3.179 1.652  0.2216
H 0.506 -1.156 3.258  0.1545
H 0.887 -2.824 3.719  0.1952
H -1.414 -1.895 2.727  0.4705

Computed properties:
Frontier orbital gap   0.2762 Ha
Charge   +1
SMILES string   CCP(C)N(Cl)/C(N)=[NH+]/CCCCO
HOMO   -12.14 eV


[4]
Formula: C8H20ClO4
Source: the OMol25 dataset
Level of theory: ωB97M-V/def2-TZVPD

Each line ends with the natural charge from an NBO analysis.
Atoms and positions in Å:
Cl -0.004 -2.652 -1.739  -0.9870
C 0.198 -1.374 2.012  -0.3051
O 0.876 -2.088 3.081  -0.5308
C 2.222 -2.061 2.959  -0.0779
C 2.797 -2.170 4.163  -0.0636
O 2.504 -1.125 4.917  -0.5123
C 2.508 -1.400 6.285  -0.2697
H 0.687 -0.429 1.839  0.1559
H -0.921 -1.227 1.955  0.2019
H 0.242 -1.813 1.024  0.2392
H 2.534 -1.229 2.475  0.1708
H 2.746 -2.873 2.278  0.1469
H 3.960 -2.308 3.892  0.1319
H 2.650 -3.223 4.518  0.1721
H 2.349 -2.533 6.324  0.1845
H 2.175 -0.605 6.911  0.2035
H 3.494 -1.509 6.735  0.1458
C -0.657 1.031 -1.490  -0.2724
O -1.667 1.585 -2.354  -0.5394
C -1.119 2.043 -3.527  -0.0902
C -2.104 2.600 -4.257  -0.1034
O -2.741 1.619 -5.023  -0.5298
C -3.846 2.060 -5.762  -0.2426
H 0.097 1.749 -1.475  0.1377
H -0.201 0.152 -1.777  0.2285
H -0.948 0.711 -0.515  0.1936
H -0.680 1.113 -3.979  0.2085
H -0.285 2.719 -3.224  0.1531
H -1.529 3.288 -4.872  0.1578
H -2.793 3.125 -3.593  0.1891
H -3.358 2.819 -6.328  0.1627
H -4.676 2.670 -5.106  0.1377
H -4.510 1.335 -6.348  0.2027

Computed properties:
Frontier orbital gap   0.2476 Ha
Charge   -1
HOMO   -3.90 eV


[5]
Formula: C8H20F4HgN2O14S4
Source: the OMol25 dataset
Level of theory: ωB97M-V/def2-TZVPD

Each line ends with the natural charge from an NBO analysis.
Atoms and positions in Å:
Hg 0.256 0.391 0.859  1.4640
O -1.729 1.525 -3.913  -0.9248
C -2.600 0.637 -3.252  -0.0463
C -2.707 0.593 -1.618  -0.0698
O -1.461 0.467 -0.909  -1.0110
H -2.360 -0.379 -3.566  0.0490
H -3.627 0.756 -3.596  0.0384
H -3.424 -0.173 -1.321  0.0557
H -3.265 1.487 -1.340  0.1061
O 1.076 2.461 -0.086  -0.7892
C 0.368 3.673 0.232  -0.0961
C 0.106 4.700 -0.987  -0.0604
O -0.664 4.291 -2.081  -0.8521
H 0.775 4.342 0.991  0.0786
H -0.606 3.392 0.631  0.1386
H 1.089 5.025 -1.329  0.0621
H -0.344 5.596 -0.561  0.0666
N -0.054 0.608 3.004  -1.1350
S 0.627 0.449 4.369  2.4194
O 0.212 -0.584 5.273  -0.9446
O 1.147 1.602 5.053  -0.9376
F 1.997 -0.092 3.736  -0.5177
S -1.163 1.639 3.782  2.3388
O -0.936 3.040 3.593  -0.8773
O -1.851 1.230 5.017  -0.9035
F -2.252 1.269 2.648  -0.4965
N 1.730 -1.174 0.174  -1.1444
S 1.591 -2.855 -0.239  2.3380
O 1.173 -3.766 0.776  -0.9112
O 2.400 -3.404 -1.324  -0.8951
F 0.184 -2.630 -1.102  -0.5105
S 3.210 -1.345 0.656  2.3736
O 4.248 -1.428 -0.387  -0.9094
O 3.477 -1.821 1.984  -0.9025
F 3.329 0.285 0.937  -0.5286
C 1.573 -1.085 -4.270  -0.6517
C 2.281 -0.090 -3.239  -0.0505
O 1.447 0.324 -2.167  -0.6718
H 0.806 -0.616 -4.886  0.2284
H 1.031 -1.873 -3.747  0.2154
H 2.428 -1.336 -4.897  0.1524
H 2.522 0.817 -3.794  0.1569
H 3.200 -0.452 -2.778  0.1486
H 1.538 -0.312 -1.454  0.4556
C -1.776 -3.355 2.553  -0.6346
C -2.055 -2.753 1.141  -0.0428
O -1.257 -1.595 1.005  -0.8081
H -0.724 -3.545 2.766  0.2271
H -2.395 -4.216 2.802  0.1658
H -2.124 -2.539 3.187  0.2106
H -3.107 -2.522 0.976  0.1538
H -1.783 -3.556 0.456  0.1459
H -1.553 -1.101 0.237  0.5335

Computed properties:
Frontier orbital gap   0.0830 Ha
Charge   -4
HOMO   5.61 eV


[6]
Formula: C8H20FNO6
Source: the OMol25 dataset
Level of theory: ωB97M-V/def2-TZVPD

Each line ends with the natural charge from an NBO analysis.
Atoms and positions in Å:
C 0.930 -0.332 -1.345  -0.6517
C -0.431 -0.961 -1.478  0.1920
F -0.703 -1.247 -2.812  -0.3631
C -1.556 -0.091 -0.938  0.0303
O -2.238 0.679 -1.946  -0.4884
C -3.318 1.168 -1.287  0.9694
O -3.878 2.180 -1.529  -0.5590
O -3.689 0.304 -0.299  -0.5093
C -2.736 -0.777 -0.272  0.2105
N -3.223 -1.931 -0.995  -0.8592
H 1.280 -0.451 -0.320  0.2390
H 1.630 -0.816 -2.024  0.2268
H 0.911 0.730 -1.584  0.2350
H -0.477 -1.917 -0.950  0.1680
H -1.164 0.624 -0.206  0.1981
H -2.436 -1.024 0.742  0.1976
H -2.783 -1.989 -1.909  0.3756
H -4.218 -1.842 -1.160  0.3795
C 3.557 3.260 -1.213  -0.2470
O 2.611 2.319 -0.722  -0.7255
H 3.420 3.310 -2.290  0.1855
H 3.394 4.257 -0.795  0.1634
H 4.584 2.948 -1.006  0.1616
H 2.713 2.257 0.232  0.4646
C 3.631 -2.782 1.173  -0.2468
O 2.284 -2.348 1.036  -0.7259
H 4.200 -1.933 1.543  0.1824
H 3.723 -3.601 1.891  0.1644
H 4.057 -3.096 0.217  0.1640
H 1.763 -3.088 0.712  0.4644
C -1.820 1.346 3.362  -0.2486
O -1.894 0.068 2.738  -0.7324
H -0.808 1.713 3.208  0.1817
H -2.523 2.053 2.915  0.1705
H -2.009 1.282 4.436  0.1658
H -2.784 -0.273 2.873  0.4668

Computed properties:
Frontier orbital gap   0.3836 Ha
Charge   0
SMILES string   C[C@H](F)[C@H]1OC(=O)O[C@H]1N.CO.CO.CO
HOMO   -9.96 eV


- The highest frontier orbital gap belongs to which entry?
  C8H20FNO6


- Look up the frontier orbital gap of the first one.
  0.2470 Ha


- The lowest charge belongs to which entry?
  C8H20F4HgN2O14S4